Entry one
# C2H8O2

2 unconnected molecules or ions with the total composition C2H8O2 (ωB97M-V with the def2-TZVPD basis set, the OMol25 dataset).

Computed properties:
- structure (SMILES) = CO.CO
- HOMO energy (eV) = -10.3
- lowest unoccupied orbital energy (eV) = 0.86
- molar mass (g/mol) = 64.08
- gap between HOMO and LUMO (Eh) = 0.4109

ORCA input file:
```
! RIJCOSX wB97M-V def2-TZVPD def2/J DEFGRID3
* xyz 0 1
C -0.57 1.68 -1.36
O -0.70 1.68 0.04
H -0.57 0.66 -1.77
H -1.38 2.25 -1.82
H 0.37 2.17 -1.65
H 0.08 1.35 0.47
C 0.05 -1.54 1.17
O 1.46 -1.27 0.73
H 0.06 -1.56 2.25
H -0.16 -2.57 0.85
H -0.44 -0.74 0.64
H 1.81 -2.11 0.44
*
```

Entry two
# C2H8O2

2 unconnected molecules or ions with the total composition C2H8O2 (ωB97M-V with the def2-TZVPD basis set, the OMol25 dataset).

Computed properties:
- structure (SMILES) = CO.CO
- HOMO energy (eV) = -10.4
- lowest unoccupied orbital energy (eV) = 0.69
- molar mass (g/mol) = 64.08
- gap between HOMO and LUMO (Eh) = 0.4088

ORCA input file:
```
! RIJCOSX wB97M-V def2-TZVPD def2/J DEFGRID3
* xyz 0 1
C 1.89 0.81 0.56
O 2.65 -0.42 0.57
H 2.61 1.57 0.26
H 1.48 0.98 1.55
H 1.16 0.78 -0.26
H 2.18 -1.05 1.12
C -2.85 -0.26 -0.50
O -1.46 -0.12 -0.79
H -3.16 0.45 0.26
H -3.33 0.02 -1.43
H -3.08 -1.25 -0.11
H -0.91 -0.23 -0.01
*
```

Energy above the most stable structure, in eV: entry one 0.120; entry two 0.000

Entry one
# C2H8O2

2 unconnected molecules or ions with the total composition C2H8O2 (ωB97M-V with the def2-TZVPD basis set, the OMol25 dataset).

Computed properties:
- structure (SMILES) = CO.CO
- HOMO energy (eV) = -10.4
- lowest unoccupied orbital energy (eV) = 0.75
- molar mass (g/mol) = 64.08
- gap between HOMO and LUMO (Eh) = 0.4087

ORCA input file:
```
! RIJCOSX wB97M-V def2-TZVPD def2/J DEFGRID3
* xyz 0 1
C 3.37 -1.46 -1.81
O 4.44 -1.54 -0.89
H 3.61 -1.77 -2.84
H 2.92 -0.46 -1.83
H 2.63 -2.17 -1.40
H 4.02 -1.41 -0.01
C -1.71 -5.64 -0.46
O -3.04 -5.77 0.09
H -1.80 -5.16 -1.45
H -1.08 -6.54 -0.56
H -1.20 -4.93 0.23
H -3.19 -6.63 0.54
*
```

Entry two
# C2H8O2

3 unconnected molecules or ions with the total composition C2H8O2 (ωB97M-V with the def2-TZVPD basis set, the OMol25 dataset).

Computed properties:
- structure (SMILES) = [H][H].CC=O.O
- HOMO energy (eV) = -10.1
- lowest unoccupied orbital energy (eV) = 0.93
- molar mass (g/mol) = 64.08
- gap between HOMO and LUMO (Eh) = 0.4042

ORCA input file:
```
! RIJCOSX wB97M-V def2-TZVPD def2/J DEFGRID3
* xyz 0 1
H -0.79 -0.31 -7.04
H -0.47 -0.89 -7.37
C 0.70 0.19 2.34
C 0.29 0.46 0.92
O -0.81 0.80 0.59
H 1.26 -0.74 2.39
H 1.24 1.02 2.79
H -0.16 0.10 3.00
H 1.08 0.16 0.21
O -0.02 -0.99 -1.75
H -0.58 -1.38 -2.43
H -0.60 -0.90 -0.99
*
```

Energy above the most stable structure, in eV: entry one 0.000; entry two 0.053

Entry one
# C5H8

C5H8 in the gas phase (ωB97M-V with the def2-TZVPD basis set, the OMol25 dataset).

Computed properties:
- structure (SMILES) = C#CCCC
- HOMO energy (eV) = -9.8
- lowest unoccupied orbital energy (eV) = 1.12
- molar mass (g/mol) = 68.12
- gap between HOMO and LUMO (Eh) = 0.3998

ORCA input file:
```
! RIJCOSX wB97M-V def2-TZVPD def2/J DEFGRID3
* xyz 0 1
C 2.51 0.09 -0.64
C 1.67 -0.09 0.21
C 0.45 -0.46 0.88
C -0.71 0.49 0.47
C -1.49 -0.06 -0.72
H 3.30 0.61 -1.11
H 0.50 -0.61 1.96
H 0.50 -1.49 0.47
H -0.32 1.49 0.20
H -1.40 0.67 1.31
H -0.80 -0.22 -1.56
H -1.92 -1.03 -0.45
H -2.29 0.60 -1.04
*
```

Entry two
# C5H8

C5H8 in the gas phase (ωB97M-V with the def2-TZVPD basis set, the OMol25 dataset).

Computed properties:
- structure (SMILES) = C[C@@H]1C=CC1
- HOMO energy (eV) = -9.3
- lowest unoccupied orbital energy (eV) = 1.29
- molar mass (g/mol) = 68.12
- gap between HOMO and LUMO (Eh) = 0.3899

ORCA input file:
```
! RIJCOSX wB97M-V def2-TZVPD def2/J DEFGRID3
* xyz 0 1
C 1.52 0.54 -0.18
C 0.29 0.09 0.53
C -0.19 -1.32 0.04
C -1.37 -0.82 -0.30
C -1.10 0.61 0.05
H 1.61 1.62 0.01
H 1.44 0.31 -1.25
H 2.33 -0.06 0.25
H 0.42 0.31 1.61
H 0.17 -2.35 -0.14
H -2.29 -1.28 -0.63
H -1.09 1.31 -0.81
H -1.74 1.04 0.83
*
```

Energy above the most stable structure, in eV: entry one 0.477; entry two 0.000

Entry one
# C5H8

A molecular structure, C5H8 (ωB97M-V with the def2-TZVPD basis set, the OMol25 dataset).

Computed properties:
- HOMO energy (eV) = -8.4
- lowest unoccupied orbital energy (eV) = 0.81
- molar mass (g/mol) = 68.12
- gap between HOMO and LUMO (Eh) = 0.3388

ORCA input file:
```
! RIJCOSX wB97M-V def2-TZVPD def2/J DEFGRID3
* xyz 0 1
C 0.31 -0.46 -1.86
C -0.69 -0.91 -0.77
C -0.73 -0.36 0.49
C 0.24 0.64 0.93
C 0.38 1.00 2.25
H 1.40 -0.07 -1.51
H 0.41 -1.42 -2.64
H -0.38 0.47 -2.64
H -1.29 -1.75 -1.08
H -1.44 -0.56 1.24
H 0.97 1.00 0.16
H -0.33 0.59 3.03
H 1.14 1.83 2.42
*
```

Entry two
# C5H8

C5H8 in the gas phase (ωB97M-V with the def2-TZVPD basis set, the OMol25 dataset).

Computed properties:
- structure (SMILES) = C1=CCCC1
- HOMO energy (eV) = -9.0
- lowest unoccupied orbital energy (eV) = 1.22
- molar mass (g/mol) = 68.12
- gap between HOMO and LUMO (Eh) = 0.3762

ORCA input file:
```
! RIJCOSX wB97M-V def2-TZVPD def2/J DEFGRID3
* xyz 0 1
C -0.53 0.91 -0.90
C 0.78 0.89 -0.64
C 1.21 -0.20 0.30
C -0.04 -0.99 0.69
C -1.37 -0.05 -0.12
H -0.96 1.43 -1.75
H 1.49 1.45 -1.24
H 2.05 -0.73 -0.17
H 1.52 -0.04 1.35
H 0.31 -2.05 0.83
H -0.40 -0.72 1.67
H -2.24 -0.32 -0.75
H -1.83 0.41 0.77
*
```

Entry three
# C5H8

C5H8 in the gas phase (ωB97M-V with the def2-TZVPD basis set, the OMol25 dataset).

Computed properties:
- structure (SMILES) = C=C=CCC
- HOMO energy (eV) = -9.0
- lowest unoccupied orbital energy (eV) = 1.02
- molar mass (g/mol) = 68.12
- gap between HOMO and LUMO (Eh) = 0.3679

ORCA input file:
```
! RIJCOSX wB97M-V def2-TZVPD def2/J DEFGRID3
* xyz 0 1
C -1.51 0.06 -0.82
C -0.46 0.76 -1.27
C 0.82 0.76 -0.95
C 1.21 -0.11 0.29
C -0.02 -0.45 1.10
H -1.47 -1.01 -0.99
H -2.35 0.39 -0.20
H 1.62 1.22 -1.51
H 1.71 -1.01 -0.10
H 1.94 0.41 0.92
H -0.35 -1.50 1.03
H -0.08 -0.12 2.13
H -0.69 0.27 0.60
*
```

Entry four
# C5H8

C5H8 in the gas phase (ωB97M-V with the def2-TZVPD basis set, the OMol25 dataset).

Computed properties:
- HOMO energy (spin up / spin down) (eV) = -7.5 / -7.5
- lowest unoccupied orbital energy (spin up / spin down) (eV) = 0.12 / 0.12
- molar mass (g/mol) = 68.12
- gap between HOMO and LUMO (spin up / spin down) (Eh) = 0.2809 / 0.2809

ORCA input file:
```
! RIJCOSX wB97M-V def2-TZVPD def2/J DEFGRID3
* xyz 0 1
C -1.75 0.25 -0.32
C -1.10 -0.50 0.84
C 0.38 -0.64 0.84
C 1.31 0.03 0.17
C 2.23 0.24 -0.83
H -1.37 1.28 -0.37
H -2.85 0.28 -0.22
H -1.52 -0.23 -1.28
H -1.52 -1.51 0.94
H -1.36 -0.02 1.80
H 2.23 0.22 0.82
H 2.37 -0.46 -1.64
H 2.95 1.06 -0.73
*
```

Energy above the most stable structure, in eV: entry one 0.648; entry two 0.000; entry three 1.470; entry four 2.847